(1)
Entry from OMol25: the molecule CH2Cl4OP2 (the ωB97M-V functional and the def2-TZVPD basis).

```
10
Properties=species:S:1:pos:R:3
C -0.434 -0.148 0.658
O -2.918 -0.564 -0.400
P -1.455 -1.270 -0.130
P -3.368 1.070 0.011
Cl -1.957 -2.769 0.997
Cl -1.245 -2.244 -2.085
Cl -4.780 1.092 -1.448
Cl -4.394 0.738 1.613
H -0.701 0.777 0.277
H 0.589 -0.405 0.948
```

The value obtained for the frontier orbital gap is 8.74 eV. The structure (SMILES) is C=P(Cl)(Cl)OP(Cl)Cl. Its multiplicity is 1. The lowest unoccupied orbital energy is -0.005 hartree. The charge is 0.

Löwdin population analysis, charges in e, atoms 1 to 2: -0.276, -0.789



(2)
Entry from OMol25: a cluster of 2 separate species, CH2Cl4OP2 in total (the ωB97M-V functional and the def2-TZVPD basis).

```
10
Properties=species:S:1:pos:R:3
C -0.976 0.140 -0.588
O 2.478 0.259 -0.265
P -1.119 -1.259 0.538
P 1.325 0.984 0.277
Cl 0.313 -2.552 -0.073
Cl -2.743 -2.138 -0.162
Cl 1.306 0.839 2.283
Cl 1.410 2.924 -0.343
H -1.493 1.029 -0.208
H -0.501 -0.226 -1.459
```

The value obtained for the frontier orbital gap is 7.61 eV. Its multiplicity is 1. The lowest unoccupied orbital energy is -0.068 hartree. The charge is 0.

Löwdin population analysis, charges in e, atoms 1 to 2: -0.368, -0.475



Energies relative to the most stable structure are (1) 0.000; (2) 0.815, reported in eV.



(1)
Entry from OMol25: a cluster of 2 separate species, C10H15NO2 in total (the ωB97M-V functional and the def2-TZVPD basis).

```
28
Properties=species:S:1:pos:R:3
C 1.839 -1.571 -0.191
C 2.225 -2.935 -0.788
C 2.417 -0.323 -1.038
O 1.993 0.366 -1.949
N 3.678 0.242 -0.574
H 0.738 -1.566 -0.054
H 2.344 -1.409 0.769
H 1.414 -3.369 -1.547
H 3.832 1.165 -0.899
H 4.321 -0.214 0.147
H 2.457 -3.698 -0.013
H 3.186 -2.896 -1.294
C 0.301 2.551 1.063
C -1.547 -0.780 1.083
C -2.635 -0.327 0.222
C -0.625 0.300 1.326
C -0.833 1.648 0.874
C -2.919 0.961 -0.065
C -1.987 1.927 0.177
O -3.492 -1.371 0.160
H -1.603 -1.716 1.497
H 0.215 0.154 2.054
H -3.758 1.050 -0.733
H -4.079 -1.321 -0.647
H 1.241 2.244 0.642
H 0.539 2.766 2.092
H -2.170 3.004 -0.128
H 0.154 3.448 0.472
```

The value obtained for the frontier orbital gap is 9.02 eV. The structure (SMILES) is Cc1ccc(O)cc1.CCC(N)=O. Its multiplicity is 1. The lowest unoccupied orbital energy is 0.028 hartree. The charge is 0.

Löwdin population analysis, charges in e, atoms 1 to 2: -0.161, -0.123



(2)
Entry from OMol25: a cluster of 2 separate species, C10H15NO2 in total (the ωB97M-V functional and the def2-TZVPD basis).

```
28
Properties=species:S:1:pos:R:3
C 2.094 -0.550 2.823
C -0.361 1.474 0.788
C 0.838 1.027 1.322
C -1.510 0.797 1.172
C 0.810 0.021 2.287
C -1.575 -0.285 2.029
C -0.343 -0.710 2.535
O -2.695 1.177 0.515
H -0.502 2.308 0.125
H 1.805 1.483 1.151
H -3.123 1.891 1.006
H -2.536 -0.776 2.033
H 1.936 -1.022 3.795
H 2.902 0.151 3.068
H -0.342 -1.414 3.357
H 2.627 -1.235 2.164
C -0.233 0.050 -1.869
C -1.230 -0.158 -3.039
C 1.051 -0.609 -2.365
O 1.684 -0.177 -3.306
N 1.426 -1.711 -1.657
H -0.088 1.087 -1.617
H -0.652 -0.577 -1.086
H -2.162 0.378 -2.882
H 2.230 -2.219 -1.983
H 1.043 -1.921 -0.751
H -1.406 -1.226 -3.166
H -0.822 0.265 -3.956
```

The value obtained for the frontier orbital gap is 9.78 eV. The structure (SMILES) is Cc1ccc(O)cc1.CCC(N)=O. Its multiplicity is 1. The lowest unoccupied orbital energy is 0.026 hartree. The charge is 0.

Löwdin population analysis, charges in e, atoms 1 to 2: -0.070, -0.046



Energies relative to the most stable structure are (1) 1.540; (2) 0.000, reported in eV.



(1)
Entry from OMol25: a cluster of 2 separate species, C10H15NO2 in total (the ωB97M-V functional and the def2-TZVPD basis).

```
28
Properties=species:S:1:pos:R:3
C 1.856 -1.839 -0.851
C 2.366 -2.436 -2.180
C 2.408 -0.434 -0.678
O 1.810 0.571 -0.992
N 3.682 -0.387 -0.176
H 0.770 -1.803 -0.896
H 2.129 -2.422 0.020
H 1.708 -2.114 -2.985
H 4.027 0.533 0.039
H 4.159 -1.215 0.125
H 2.284 -3.523 -2.137
H 3.427 -2.274 -2.362
C -1.044 3.325 1.512
C -0.993 -0.473 1.151
C -2.076 -0.674 0.295
C -0.692 0.822 1.533
C -1.397 1.922 1.055
C -2.839 0.395 -0.132
C -2.485 1.680 0.221
O -2.408 -1.914 -0.180
H -0.429 -1.364 1.396
H 0.171 0.959 2.179
H -3.666 0.202 -0.802
H -1.747 -2.564 0.088
H -0.983 3.342 2.603
H -1.854 4.013 1.274
H -3.008 2.530 -0.223
H -0.124 3.695 1.062
```

The value obtained for the frontier orbital gap is 8.80 eV. The structure (SMILES) is Cc1ccc(O)cc1.CCC(N)=O. Its multiplicity is 1. The lowest unoccupied orbital energy is 0.024 hartree. The charge is 0.

Löwdin population analysis, charges in e, atoms 1 to 2: -0.173, -0.084



(2)
Entry from OMol25: a cluster of 2 separate species, C10H15NO2 in total (the ωB97M-V functional and the def2-TZVPD basis).

```
28
Properties=species:S:1:pos:R:3
C -1.543 1.786 2.311
C -0.111 1.048 2.302
C -1.586 3.045 1.570
O -2.266 3.900 2.118
N -0.905 3.313 0.440
H -2.517 1.185 2.098
H -1.563 1.999 3.489
H -0.351 0.061 2.573
H 0.678 1.505 2.848
H -1.185 4.000 -0.259
H -0.250 2.590 0.099
H 0.310 1.169 1.347
C 0.733 -3.869 -0.565
C 1.759 -0.510 -1.781
C 0.536 0.121 -1.919
C 1.837 -1.846 -1.473
C 0.676 -2.519 -0.978
C -0.607 -0.591 -1.669
C -0.568 -1.762 -0.979
O 0.588 1.448 -2.140
H 2.717 -0.114 -2.169
H 2.905 -2.275 -1.376
H -1.672 -0.281 -1.970
H 1.395 1.582 -2.643
H 0.278 -4.593 -1.055
H 0.273 -3.861 0.463
H -1.348 -2.233 -0.445
H 1.787 -4.299 -0.234
```

The value obtained for the frontier orbital gap is 9.09 eV. The structure (SMILES) is Cc1ccc(O)cc1.CCC(N)=O. Its multiplicity is 1. The lowest unoccupied orbital energy is 0.022 hartree. The charge is 0.

Löwdin population analysis, charges in e, atoms 1 to 2: -0.144, -0.071



Energies relative to the most stable structure are (1) 0.000; (2) 2.739, reported in eV.